C2H7OS | ωB97M-V with the def2-TZVPD basis set

Structure (XYZ):
```
11
Properties=species:S:1:pos:R:3:forces:R:3:lowdin_charge:R:1
C 1.7368 -0.7009 0.3693 -0.838 0.843 -0.106 -0.234
C 0.9561 -0.6333 -0.9677 0.596 -0.447 0.436 -0.833
S -0.7885 -0.1875 -0.7945 -0.018 0.294 -0.065 0.193
H 2.0975 0.3022 0.6512 0.067 -0.319 -0.099 0.054
H 2.5556 -1.4025 0.2894 0.454 -0.167 0.165 0.035
H 1.0428 -0.9900 1.1629 0.152 -0.270 -0.036 0.032
H 1.0109 -1.6437 -1.3928 -0.022 0.136 -0.166 0.014
H 1.5428 0.0261 -1.6256 -0.372 -0.040 -0.102 0.028
H -1.0289 1.3357 0.9183 -0.137 -0.019 -0.006 -0.114
H -1.1012 0.9127 2.3530 -0.100 0.194 -0.094 0.000
O -1.2717 1.6932 1.8090 0.219 -0.205 0.073 -0.176
```
Positions in Å, forces in eV/Å.

Output
orbital gap = 7.038 eV
net charge = -1
multiplicity = 1

C2H7OS | ωB97M-V with the def2-TZVPD basis set

Structure (XYZ):
```
11
Properties=species:S:1:pos:R:3:forces:R:3:lowdin_charge:R:1
C -0.0352 -0.9951 -0.2262 -4.675 0.496 0.801 -0.393
S -0.6472 -1.2152 1.6231 0.479 0.185 -1.841 0.482
H 0.8191 -1.5098 -0.2646 3.382 -1.929 -0.233 -0.064
H 0.0059 0.0859 -0.5291 -0.258 0.213 0.384 -0.037
H -0.8176 -1.5309 -0.8491 0.827 0.599 0.746 0.033
H 0.1351 -0.2255 2.0332 0.077 0.282 0.286 -0.211
C 1.0873 1.6683 -1.8541 -2.283 -0.910 1.374 -0.405
O -0.0327 1.7250 -0.9703 1.019 -0.406 -1.213 -0.505
H 1.7263 0.7584 -1.6630 -0.122 0.083 -0.166 0.018
H 1.7024 2.5004 -1.4864 0.514 0.384 -1.467 0.027
H 0.7331 1.5249 -2.9657 1.041 1.001 1.330 0.056
```
Positions in Å, forces in eV/Å.

Output
orbital gap = 6.052 eV
net charge = -1
multiplicity = 1

C2H7OS | ωB97M-V with the def2-TZVPD basis set

Structure (XYZ):
```
11
Properties=species:S:1:pos:R:3:forces:R:3:lowdin_charge:R:1
O 2.8856 0.0208 1.1827 0.497 -0.334 0.744 -0.108
H 2.1786 -0.2177 0.5856 -1.075 -0.154 -0.246 -0.082
C -0.4497 1.2913 -1.1519 0.060 -1.570 1.033 -0.605
S -0.1775 0.1566 0.1526 -0.248 0.367 -0.456 0.507
C -1.5825 -1.0816 0.3315 -0.211 1.065 0.750 -0.463
H -0.6789 2.3030 -0.8769 -0.095 0.223 -0.239 -0.119
H -0.0815 0.9253 -2.0975 0.013 0.554 -0.271 -0.114
H 3.4808 0.4994 0.6248 0.572 0.508 -0.406 0.002
H -1.1578 -1.8954 0.9229 0.048 -0.465 -0.596 -0.011
H -2.0132 -1.2879 -0.6442 0.274 -0.522 -0.083 -0.002
H -2.4040 -0.7138 0.9704 0.164 0.328 -0.230 -0.006
```
Positions in Å, forces in eV/Å.

Output
orbital gap = 5.489 eV
net charge = -1
multiplicity = 1

C2H7OS | ωB97M-V with the def2-TZVPD basis set

Structure (XYZ):
```
11
Properties=species:S:1:pos:R:3:forces:R:3:lowdin_charge:R:1
C 1.5690 0.2489 1.1048 -0.833 0.682 0.042 -0.538
S 2.9970 -0.2198 0.0928 0.353 0.239 0.169 0.549
H 1.0079 -0.6422 1.3629 -0.016 0.027 0.069 0.007
H 1.7263 0.8854 2.0000 0.709 -0.564 -0.468 0.025
H 0.8846 0.8288 0.4791 -0.115 -0.368 -0.088 -0.015
H 2.5814 0.2656 -1.0924 -0.110 -0.065 0.294 -0.169
C -2.1520 -0.2909 -0.8188 0.667 0.838 1.259 -0.470
O -0.9772 0.1918 -0.2839 -0.210 -0.518 -0.549 -0.450
H -2.0888 -1.1410 -1.5313 0.197 -0.038 -0.169 0.022
H -2.8242 -0.6427 -0.0010 -0.299 -0.235 -0.122 0.022
H -2.7239 0.5161 -1.3121 -0.342 0.003 -0.438 0.018
```
Positions in Å, forces in eV/Å.

Output
orbital gap = 5.657 eV
net charge = -1
multiplicity = 1

C2H7OS | ωB97M-V with the def2-TZVPD basis set

Structure (XYZ):
```
11
Properties=species:S:1:pos:R:3:forces:R:3:lowdin_charge:R:1
O -1.7499 1.7343 1.2254 -0.392 -2.688 -0.158 -0.178
H -1.8737 1.0542 0.4490 0.909 1.598 2.252 0.065
C 1.2323 -0.1438 -1.2418 -1.151 0.467 1.518 -0.289
C 0.1828 -0.7351 -0.3624 -0.305 -0.296 0.542 -0.822
S 0.2655 -1.6473 1.0838 0.599 -0.785 -1.355 0.476
H 1.6001 -0.8128 -1.9482 1.401 -1.445 -1.347 -0.001
H 2.0093 0.3322 -0.6800 0.900 0.391 0.191 0.033
H 0.7251 0.5954 -1.8355 -0.128 0.846 -0.342 0.034
H -1.5509 1.1465 2.0293 -0.294 1.087 -2.064 0.040
H -0.7761 -0.6923 -0.7899 -1.384 -0.203 -0.546 -0.069
H -0.0646 -0.8312 2.0703 -0.155 1.029 1.309 -0.289
```
Positions in Å, forces in eV/Å.

Output
orbital gap = 4.858 eV
net charge = -1
multiplicity = 1

C2H7OS | ωB97M-V with the def2-TZVPD basis set

Structure (XYZ):
```
11
Properties=species:S:1:pos:R:3:forces:R:3:lowdin_charge:R:1
O -1.3412 0.6037 -4.1672 3.644 -0.642 -4.258 -0.176
H -0.5683 0.0733 -3.8375 -1.226 0.501 0.928 0.016
C 0.8420 -0.2401 2.3415 -1.134 -1.574 -0.962 -0.235
C -0.0856 0.0129 1.0799 -1.539 -0.317 1.720 -0.903
S 0.3310 -0.6442 -0.5709 0.185 -0.101 0.727 0.028
H 0.3702 0.1624 3.3201 1.479 0.304 -1.588 0.071
H 0.7782 -1.3141 2.5360 -0.002 -0.302 -0.047 0.020
H 1.8880 -0.1675 1.9554 -0.496 0.940 1.160 0.046
H -0.2001 1.0673 1.0549 0.267 1.375 -0.489 -0.018
H -1.1584 -0.2278 1.4386 1.297 -0.368 -0.642 0.042
H -0.8558 0.6742 -5.1510 -2.474 0.183 3.450 0.110
```
Positions in Å, forces in eV/Å.

Output
orbital gap = 5.772 eV
net charge = -1
multiplicity = 1

C2H7OS | ωB97M-V with the def2-TZVPD basis set

Structure (XYZ):
```
11
Properties=species:S:1:pos:R:3:forces:R:3:lowdin_charge:R:1
C 0.1305 -0.8529 -1.6462 0.339 0.784 0.740 -0.236
C -0.5437 0.4104 -1.0089 1.577 -0.325 -0.541 -0.815
S 0.5835 1.2444 0.1563 -0.010 -0.107 0.781 0.058
H 1.1844 -0.8224 -1.3679 0.033 -0.043 0.133 0.007
H 0.1563 -0.8371 -2.7410 -0.640 -0.375 0.035 0.040
H -0.2946 -1.7330 -1.1640 -0.048 -0.346 -0.558 0.042
H -1.4640 0.0973 -0.5184 -0.271 0.407 -0.324 0.016
H -0.6080 1.1621 -1.7930 -1.026 -0.146 -0.113 -0.003
H 0.2139 -1.3708 1.9569 0.811 0.342 -0.567 -0.014
H -1.0168 -0.6481 2.3489 -0.093 0.545 -0.165 0.002
O -0.6379 -1.5239 2.3434 -0.671 -0.735 0.579 -0.098
```
Positions in Å, forces in eV/Å.

Output
orbital gap = 6.762 eV
net charge = -1
multiplicity = 1

C2H7OSi | ωB97M-V with the def2-TZVPD basis set

Structure (XYZ):
```
11
Properties=species:S:1:pos:R:3:forces:R:3:lowdin_charge:R:1
C 1.9784 -0.6538 -0.1268 0.769 -1.052 -0.041 0.057
C -1.7152 -0.4776 -0.2577 0.163 0.251 0.087 -0.169
O 1.1822 0.3453 -0.1335 -0.350 0.491 -0.013 -0.250
Si -0.3761 0.8223 -0.1352 -0.129 -0.656 0.370 0.868
H 3.0368 -0.4650 -0.0140 -0.035 0.205 0.031 0.110
H 1.6161 -1.6657 -0.2559 -0.208 0.013 0.053 0.106
H -1.4563 -1.2453 -0.9959 0.163 0.169 0.035 0.055
H -1.8757 -0.9811 0.7018 0.170 0.129 -0.039 0.053
H -2.6754 -0.0514 -0.5550 0.117 0.199 -0.008 0.049
H -0.2037 2.1925 -0.5247 -0.497 0.471 -0.208 -0.007
H 0.4889 2.1798 2.2970 -0.164 -0.222 -0.267 0.127
```
Positions in Å, forces in eV/Å.

Output
orbital gap (alpha / beta) = 9.454 / 6.575 eV
net charge = +1
multiplicity = 1

C2H7PS2 | ωB97M-V with the def2-TZVPD basis set

Structure (XYZ):
```
12
Properties=species:S:1:pos:R:3:forces:R:3:lowdin_charge:R:1
C -0.0954 -0.9233 1.5210 1.692 1.586 2.235 -0.093
C 0.8323 -1.1185 0.6252 0.891 -1.202 -2.163 -0.638
S 2.5932 -0.9648 0.7627 -0.805 2.660 1.771 0.733
H 0.0352 -0.4591 2.5315 0.067 -0.794 -0.994 0.087
H -1.0345 -1.0793 1.1630 -2.811 -0.298 -0.514 0.011
H 0.4972 -1.4628 -0.3948 0.420 0.292 1.163 0.076
H 2.8980 -1.9955 0.1145 0.498 -2.266 -1.509 -0.208
P -1.8132 1.2468 -1.3552 0.574 -1.544 0.734 0.372
S 0.1174 2.0562 -1.1667 -0.066 0.540 -0.220 0.242
H -2.1535 1.5816 -0.0275 -0.522 0.237 -0.261 -0.158
H -2.5727 2.1346 -2.0844 -0.194 1.010 -0.083 -0.186
H 0.6960 0.9841 -1.6892 0.256 -0.221 -0.159 -0.238
```
Positions in Å, forces in eV/Å.

Output
orbital gap = 9.758 eV
net charge = 0
multiplicity = 1

C2H7S | ωB97M-V with the def2-TZVPD basis set

Structure (XYZ):
```
10
Properties=species:S:1:pos:R:3:forces:R:3:lowdin_charge:R:1
S -2.7241 1.5899 -2.5323 0.038 -0.003 0.024 -0.463
H -3.9347 1.2054 -2.9701 0.000 -0.012 0.006 -0.526
C 1.0617 0.3903 0.6038 -0.276 -0.239 -0.266 -0.168
C 0.5997 -1.0554 0.7503 0.832 -0.727 0.288 -0.182
H 0.5598 0.8455 -0.2472 0.139 0.128 -0.104 0.063
H 2.1453 0.4625 0.4691 -0.147 0.051 0.090 0.057
H 0.7642 0.9478 1.4862 0.081 0.236 0.089 0.054
H -0.4264 -1.2200 0.4479 -0.193 0.121 -0.050 0.061
H 1.2346 -1.7757 0.2109 -0.237 0.373 -0.282 0.057
H 0.7201 -1.3902 1.7816 -0.237 0.072 0.205 0.048
```
Positions in Å, forces in eV/Å.

Output
orbital gap = 6.139 eV
net charge = -1
multiplicity = 1

Record-wise energy relative to the best compared isomer or geometry (same formula, charge and spin) values, in kJ/mol: 8.3; 261.7; 231.7; 211.6; 281.3; 157.2; 47.9; 396.5; 195.4; 15.0
Record-wise maximum force values, in eV/Å: 1.194; 4.769; 1.880; 1.653; 2.907; 5.641; 1.698; 1.304; 3.296; 1.142
Record-wise total energy values, in Eh: -553.86078; -553.76426; -553.77569; -553.78336; -553.75683; -553.80409; -553.84570; -444.69075; -1218.06059; -478.60341